{
  "formula": "C4H13N2OS",
  "method": "ωB97M-V/def2-TZVPD",
  "de_lowest_kj_mol": 64.0,
  "charge": -1,
  "e_lumo_ev": 3.67,
  "gap_ev": 6.286,
  "mol_weight_da": 137.2,
  "elements": ["H", "H", "H", "N", "C", "C", "H", "H", "H", "O", "H", "H", "H", "H", "H", "N", "S", "C", "C", "H", "H"],
  "positions_angstrom": [[-0.75097, -2.59202, 0.05103], [-0.35545, 2.91330, 0.49099], [1.83816, -0.47223, -1.46241], [-2.49320, 0.66082, 0.28349], [-0.05689, -1.95827, -0.50891], [-0.25815, -0.46223, -0.23127], [-1.86211, -1.11674, 1.10102], [2.84306, -0.74158, -0.09131], [-0.94912, 0.29678, 1.65167], [0.48249, 3.06225, 0.96084], [1.09224, 0.07895, 1.28246], [0.93554, 2.20509, 0.83379], [-2.80141, 0.30400, -0.62392], [0.91236, -2.32072, -0.21987], [-0.50579, 0.06378, -1.14547], [0.95424, 0.18133, 0.29009], [-0.30338, -2.39190, -2.29435], [2.14109, -0.02507, -0.52191], [-1.39222, -0.19444, 0.77964], [2.65455, 0.92855, -0.68799], [-2.12504, 1.58037, 0.06236]]
}

{
  "formula": "C20H23BNO8PdS",
  "method": "ωB97M-V/def2-TZVPD",
  "charge": 1,
  "e_lumo_ev": [-4.06, -4.06],
  "gap_ev": [6.303, 6.305],
  "mol_weight_da": 554.7,
  "elements": ["H", "H", "O", "H", "C", "C", "C", "C", "N", "O", "C", "O", "C", "C", "C", "C", "H", "H", "O", "H", "H", "C", "H", "O", "H", "C", "H", "H", "H", "C", "O", "C", "H", "C", "H", "S", "Pd", "H", "B", "C", "H", "H", "O", "H", "C", "H", "C", "H", "C", "H", "O", "H", "C", "H", "C"],
  "positions_angstrom": [[1.46448, -1.03164, 2.51366], [-0.20988, -6.07151, -1.74296], [1.59695, -2.92248, -0.06412], [3.10451, 2.04250, -4.06152], [-0.92641, -4.06521, -1.86672], [1.66245, 0.01875, 2.33729], [-3.22915, -1.83924, -3.04990], [0.01081, 2.89811, -2.95528], [2.05133, 0.38082, 1.14677], [0.05929, -1.29823, -0.00976], [2.24930, 2.65918, -3.81900], [-1.30072, -0.26732, -2.71374], [-1.36005, 0.66720, 3.17545], [2.75172, 1.68538, 1.01908], [1.26128, -1.76073, 0.03378], [2.23789, 4.03444, -4.06711], [1.81384, -3.54075, -4.53060], [-3.65307, -2.79896, -2.75581], [-1.14761, 0.12243, 4.17081], [2.47819, 2.01464, -1.08101], [2.58590, -0.28020, -0.78463], [2.39363, -0.71500, 0.19603], [2.86548, 3.46224, -0.14357], [-0.98634, 2.11496, -2.42110], [2.83919, -5.74663, -3.60079], [-0.10130, -5.11341, -2.23424], [3.10452, 4.49793, -4.51844], [-0.88762, 4.84683, -2.95799], [-1.65886, -4.19636, -1.07921], [2.29935, 2.52844, -0.13621], [0.89547, 0.81582, -2.88665], [1.13453, 4.81439, -3.75502], [1.15492, 5.87429, -3.96838], [0.21168, -2.62999, -3.45587], [2.59468, 2.22917, 1.94969], [-1.83897, -1.54717, -1.97864], [-0.04103, 0.76952, -0.13281], [1.71733, -6.90246, -2.87641], [-0.42346, 0.82142, -2.33119], [1.03644, -3.69018, -3.79133], [1.81844, 0.68363, 3.17659], [-3.95124, -1.04250, -2.88457], [-1.45776, 1.19092, 2.14146], [0.33779, -1.66011, -3.91868], [-0.01316, 4.25327, -3.18778], [-2.88489, -1.86742, -4.08137], [1.11681, 2.11877, -3.25558], [1.54922, -6.44636, -4.57174], [0.89155, -4.94057, -3.19328], [0.66771, 3.57250, -0.52223], [0.90169, 2.80020, 0.01105], [3.82148, 1.49185, 0.91330], [1.79995, -6.07385, -3.57692], [3.29224, -1.22622, 0.54169], [-0.76695, -2.84370, -2.49952]]
}